The following is a quantum chemistry calculation of a structure of composition C27H23ClN6O7PdS2, from OMol25.

CARTESIAN COORDINATES (ANGSTROEM)
Pd1 -0.094 -0.122 0.139
S1 2.566 1.896 0.520
C1 2.275 1.559 2.192
C2 1.838 0.293 2.346
N1 1.736 -0.479 1.202
C3 1.993 0.274 0.114
H1 2.429 2.301 2.956
H2 1.589 -0.162 3.295
H3 2.309 -0.164 -0.829
N2 0.315 -3.942 1.342
C4 -0.268 -3.456 2.446
O1 -0.195 -4.002 3.548
C5 -1.065 -2.197 2.283
C6 -1.362 -1.451 3.402
C7 -2.061 -0.257 3.256
C8 -2.458 0.126 1.993
N3 -2.245 -0.610 0.888
C9 -1.528 -1.739 1.034
H4 0.930 -4.726 1.490
H5 0.542 -3.383 0.502
H6 -1.029 -1.810 4.368
H7 -2.294 0.366 4.110
H8 -2.998 1.054 1.838
H9 -1.432 -2.358 0.146
O2 -7.902 4.968 -4.616
S2 -6.846 4.264 -5.324
O3 -6.893 2.822 -5.204
O4 -6.576 4.758 -6.665
C10 -5.349 4.771 -4.406
N4 -5.141 6.088 -4.322
C11 -4.074 6.469 -3.641
C12 -3.202 5.576 -3.042
C13 -3.492 4.228 -3.203
N5 -4.569 3.834 -3.882
C14 -2.641 3.161 -2.609
C15 -1.344 3.406 -2.174
C16 -0.620 2.384 -1.588
N6 -1.103 1.154 -1.407
C17 -2.341 0.912 -1.849
C18 -3.135 1.871 -2.456
H10 -3.907 7.540 -3.562
H11 -2.355 5.922 -2.468
H12 -0.881 4.376 -2.291
H13 0.391 2.553 -1.231
H14 -2.711 -0.090 -1.682
H15 -4.131 1.637 -2.805
C19 3.279 -4.447 3.212
C20 3.900 -3.241 2.567
C21 4.511 -2.265 3.337
C22 5.074 -1.146 2.745
Cl1 5.813 0.075 3.758
C23 5.052 -0.984 1.377
C24 4.448 -1.954 0.588
C25 3.860 -3.068 1.175
O5 3.235 -4.049 0.469
C26 3.200 -3.901 -0.952
C27 2.280 -2.754 -1.466
O6 2.797 -1.984 -2.292
O7 1.110 -2.749 -1.019
H16 3.702 -4.604 4.205
H17 3.453 -5.340 2.612
H18 2.200 -4.328 3.332
H19 4.542 -2.376 4.414
H20 5.471 -0.095 0.925
H21 4.385 -1.797 -0.480
H22 2.802 -4.848 -1.321
H23 4.212 -3.762 -1.339

Maximum force   0.0096 hartree/bohr
HOMO level   -2.87 eV
Energy   -3282.51924 hartree
Charge   -2